# C3H10NO

A 2-piece molecular cluster, C3H10NO overall at a distorted geometry (ωB97M-V/def2-TZVPD, OMol25).

## Properties
2S+1: 2
Calculated total energy, eV: -6806.2114

Each line ends with the natural charge from an NBO analysis.
CARTESIAN COORDINATES (ANGSTROEM)
C (-1.964, 1.457, 0.627)  -0.510
N (-0.450, 1.347, 0.540)  -1.064
H (-2.209, 2.396, 0.139)  0.216
H (-2.393, 0.539, 0.254)  0.218
H (-2.171, 1.571, 1.692)  0.214
H (0.042, 1.832, 1.340)  0.228
H (-0.025, 1.664, -0.349)  0.389
H (-0.204, 0.359, 0.743)  0.369
C (1.199, -2.344, -0.203)  -0.506
C (1.061, -1.449, -1.172)  0.110
O (1.469, -0.114, -1.064)  -0.752
H (1.925, -2.156, 0.589)  0.204
H (0.643, -3.267, -0.244)  0.218
H (0.699, -1.661, -2.170)  0.184
H (2.379, -0.173, -0.725)  0.482

=====

# C5H10N2

C5H10N2 in the gas phase at a distorted geometry (ωB97M-V/def2-TZVPD, OMol25).

## Properties
Calculated total energy, eV: -8324.9354

Each line ends with the natural charge from an NBO analysis.
CARTESIAN COORDINATES (ANGSTROEM)
C (1.784, -0.651, 0.863)  -0.078
N (1.165, -1.413, 0.065)  -0.387
C (-0.282, -1.268, 0.000)  -0.353
C (-0.763, 0.217, 0.017)  0.266
C (-1.633, 0.742, 1.172)  -0.648
N (-0.455, 1.062, -0.840)  -0.403
C (0.527, 0.689, -1.911)  -0.471
H (2.863, -0.712, 0.762)  0.189
H (1.221, 0.114, 1.351)  0.152
H (-0.639, -1.924, -0.772)  0.227
H (-0.590, -1.647, 0.992)  0.215
H (-1.021, 0.546, 2.103)  0.202
H (-2.606, 0.247, 1.267)  0.220
H (-1.801, 1.800, 1.173)  0.235
H (1.044, -0.260, -1.620)  0.212
H (0.090, 0.797, -2.834)  0.207
H (1.094, 1.662, -1.787)  0.217

=====

# C37H38ClIrN2O2P

C37H38ClIrN2O2P as an isolated structure (ωB97M-V/def2-TZVPD, OMol25).

## Properties
2S+1: 2
Total charge: +2
Calculated total energy, eV: -70698.7175

Each line ends with the Mulliken charge.
CARTESIAN COORDINATES (ANGSTROEM)
Ir (-0.575, -0.055, 0.734)  1.790
Cl (-5.864, -5.029, 0.498)  -0.172
C (-4.445, -4.070, 0.672)  0.007
C (-3.214, -4.687, 0.944)  -0.592
C (-2.068, -3.944, 1.083)  -0.520
C (-2.085, -2.547, 0.952)  -0.256
O (-0.903, -1.955, 1.105)  -0.700
C (-3.326, -1.921, 0.692)  1.766
C (-3.521, -0.515, 0.600)  -0.381
O (-2.651, 0.376, 0.647)  -0.777
C (-4.497, -2.713, 0.558)  -1.289
H (-3.174, -5.764, 1.043)  0.450
H (-1.122, -4.425, 1.291)  0.488
H (-4.555, -0.170, 0.493)  0.389
H (-5.443, -2.222, 0.364)  0.425
N (-0.749, 0.088, 2.837)  -0.511
C (0.486, 0.190, 3.627)  0.284
C (0.434, 0.359, 5.000)  -0.545
C (1.620, 0.384, 5.718)  -0.752
C (2.841, 0.225, 5.071)  -0.818
C (2.881, 0.053, 3.697)  -0.549
C (1.694, 0.051, 2.967)  -0.260
P (1.656, -0.054, 1.169)  1.867
C (2.939, -1.208, 0.711)  0.272
C (4.148, -0.782, 0.168)  -0.150
C (5.140, -1.716, -0.102)  -0.812
C (4.923, -3.058, 0.171)  -0.569
C (3.717, -3.479, 0.723)  -0.863
C (2.722, -2.558, 0.995)  -0.312
C (2.045, 1.596, 0.556)  -0.415
C (1.966, 2.705, 1.399)  -0.357
C (2.126, 3.981, 0.875)  -0.963
C (2.368, 4.151, -0.480)  -0.660
C (2.458, 3.046, -1.322)  -0.954
C (2.294, 1.773, -0.809)  -0.030
H (-1.391, 0.838, 3.090)  0.428
H (-1.212, -0.783, 3.106)  0.410
H (-0.518, 0.457, 5.509)  0.508
H (1.591, 0.515, 6.791)  0.438
H (3.760, 0.233, 5.640)  0.478
H (3.829, -0.076, 3.189)  0.515
H (4.325, 0.266, -0.036)  0.496
H (6.083, -1.392, -0.521)  0.465
H (5.698, -3.782, -0.042)  0.441
H (3.557, -4.527, 0.941)  0.475
H (1.782, -2.883, 1.427)  0.416
H (1.805, 2.572, 2.462)  0.383
H (2.076, 4.841, 1.530)  0.484
H (2.500, 5.146, -0.882)  0.457
H (2.661, 3.183, -2.376)  0.509
H (2.359, 0.911, -1.464)  0.488
C (-1.595, 4.548, -0.238)  -1.745
C (-1.699, 3.377, -1.172)  -0.576
C (-2.438, 3.473, -2.361)  -0.740
C (-2.583, 2.397, -3.244)  -0.432
C (-3.400, 2.536, -4.499)  -1.594
C (-1.976, 1.194, -2.940)  -0.140
C (-1.216, 1.047, -1.752)  1.279
C (-1.092, 2.177, -0.896)  0.583
N (-0.637, -0.095, -1.317)  0.823
C (-0.289, -1.205, -2.259)  1.275
C (0.356, -0.639, -3.542)  -1.529
C (-1.537, -2.056, -2.549)  -1.349
C (0.769, -2.104, -1.627)  -1.944
H (-1.637, 5.491, -0.781)  0.454
H (-0.668, 4.518, 0.333)  0.208
H (-2.427, 4.542, 0.470)  0.357
H (-2.912, 4.416, -2.604)  0.436
H (-3.786, 3.547, -4.612)  0.412
H (-4.249, 1.851, -4.486)  0.359
H (-2.802, 2.301, -5.379)  0.345
H (-2.139, 0.355, -3.596)  0.783
H (-0.438, 2.131, -0.013)  0.486
H (-0.345, -0.242, -4.268)  0.443
H (0.911, -1.440, -4.028)  0.498
H (1.063, 0.154, -3.292)  0.257
H (-2.424, -1.473, -2.784)  0.193
H (-1.772, -2.694, -1.695)  0.188
H (-1.324, -2.709, -3.397)  0.525
H (1.727, -1.589, -1.556)  0.418
H (0.912, -2.967, -2.278)  0.711
H (0.476, -2.465, -0.647)  0.096

=====

# C15H15DyN2O6

C15H15DyN2O6 as an isolated structure at a distorted geometry (ωB97M-V/def2-TZVPD, OMol25).

## Properties
2S+1: 6
Total charge: +2
Calculated total energy, eV: -55125.4260

Each line ends with the Mulliken charge.
CARTESIAN COORDINATES (ANGSTROEM)
O (4.676, -7.123, -2.170)  -0.063
C (4.341, -6.107, -2.377)  0.055
Dy (1.261, -2.542, -2.089)  -0.042
O (4.323, -2.990, -3.251)  -0.047
C (3.219, -2.807, -2.987)  0.489
C (0.935, -0.623, -3.140)  0.486
O (0.795, 0.499, -3.338)  -0.096
C (-0.883, -2.990, -1.894)  0.564
O (-1.945, -3.184, -1.510)  -0.072
C (0.645, -3.432, -4.360)  0.292
O (0.395, -3.974, -5.338)  -0.095
H (1.338, -4.535, -1.967)  0.124
C (-3.054, 3.193, -0.380)  -1.156
C (-2.865, 2.846, 1.065)  -0.578
N (-1.531, 2.169, 1.360)  0.118
C (-0.552, 2.970, 2.120)  -0.722
C (-0.982, 3.115, 3.558)  -1.126
C (-1.345, 0.923, 0.800)  0.393
O (-2.255, 0.410, 0.165)  -0.658
C (-0.019, 0.136, 0.883)  -0.766
C (0.924, 0.048, 1.917)  0.157
C (2.044, -0.803, 1.770)  -1.106
C (2.216, -1.583, 0.622)  -0.195
N (1.249, -1.481, -0.297)  0.054
C (0.159, -0.682, -0.220)  -0.046
H (-2.261, 3.857, -0.706)  0.310
H (-4.002, 3.710, -0.503)  0.388
H (-3.061, 2.312, -1.012)  0.313
H (-2.895, 3.762, 1.663)  0.377
H (-3.659, 2.189, 1.447)  0.366
H (0.425, 2.493, 2.031)  0.511
H (-0.482, 3.954, 1.620)  0.278
H (-1.061, 2.135, 4.023)  0.298
H (-0.231, 3.694, 4.088)  0.384
H (-1.941, 3.620, 3.644)  0.412
H (0.808, 0.611, 2.814)  0.615
H (2.777, -0.871, 2.525)  0.477
H (3.045, -2.240, 0.459)  0.488
H (-0.551, -0.679, -1.037)  0.820

=====

# C2H8N2OP

A 2-piece molecular cluster, C2H8N2OP overall at a distorted geometry (ωB97M-V/def2-TZVPD, OMol25).

## Properties
Total charge: +1
Calculated total energy, eV: -16511.8818

Each line ends with the natural charge from an NBO analysis.
CARTESIAN COORDINATES (ANGSTROEM)
C (3.526, -0.237, -0.131)  -0.036
C (-2.246, -0.275, 0.054)  0.391
N (-3.572, -0.067, 0.147)  -0.758
N (-1.351, 0.642, 0.260)  -0.700
O (4.118, 0.417, 0.810)  -0.610
P (1.881, -0.109, -0.609)  -0.035
H (4.365, -0.704, -0.655)  0.214
H (-1.917, -1.361, -0.236)  0.254
H (-4.052, -1.054, 0.060)  0.438
H (-4.228, 0.738, 0.198)  0.463
H (-1.581, 1.604, 0.372)  0.432
H (-0.426, 0.301, 0.177)  0.443
H (3.497, 0.785, 1.447)  0.486
H (1.986, -0.680, -1.893)  0.018